12
Properties=species:S:1:pos:R:3:forces:R:3 method="wB97M-V/def2-TZVPD" e_above_lowest_kj_mol=290.0 molar_mass_da=92.1 orbital_gap_ha=0.3094 energy_ev=-9803.1954 lumo_energy_ev=4.194 homo_energy_ev=-4.226 total_charge=-1 max_force_ha_per_bohr=0.0536
O 0.332494 0.050025 -2.004345 -0.53 -0.66 1.38
C 0.605126 -0.200056 -0.795760 0.90 1.00 -0.32
N -0.023785 0.058873 0.358643 0.42 -1.34 0.66
C 0.831774 -0.231150 1.969894 -0.04 0.96 1.53
O 0.387934 0.528227 2.913096 0.12 -1.01 -1.51
H 1.665738 -0.486677 -0.746445 0.23 -0.08 0.82
H -0.854478 -0.440251 0.711065 0.03 1.05 -1.33
H 1.915554 -0.095047 1.757832 -0.25 -0.08 -0.75
H 0.558163 -1.305514 1.988635 0.07 -0.06 0.07
H -2.363984 1.228182 -1.774050 -0.26 0.45 0.40
H -0.988272 0.368983 -2.040951 -2.41 0.34 -1.29
O -2.066264 0.524404 -2.337615 1.73 -0.57 0.34